The following is a DFT calculation (the ωB97M-V functional and the def2-TZVPD basis) of C18H23N5O4 in the gas phase in a non-equilibrium geometry.

Values from the calculation:
- E_LUMO (Ha) = 0.0091
- orbital gap (eV) = 8.952
- E_HOMO (eV) = -8.70
- E (eV) = -34678.9334
- total charge = 0
- ΔE to the lowest compared entry with this formula, charge and spin (kJ/mol) = 330.6

Positions of all 50 atoms, in Å:
O  2.913  -2.205  1.303
O  3.291  2.360  -2.127
O  -1.384  -1.386  2.103
O  -4.256  2.392  1.419
N  4.477  0.264  1.049
N  1.168  -1.583  -0.032
N  4.711  2.501  0.815
N  0.337  0.254  1.852
N  -3.257  0.385  1.758
C  -4.242  1.205  1.940
C  3.758  2.272  1.838
C  1.308  3.083  -0.962
C  -0.629  1.399  -1.020
C  -5.564  0.719  2.633
C  2.676  0.121  2.921
C  1.320  1.036  -2.406
C  -0.968  -0.250  1.792
C  1.442  -2.532  -1.139
C  0.050  0.610  -1.970
C  -0.106  2.727  -0.583
C  5.017  1.256  0.274
C  -1.948  0.794  1.280
C  1.927  -1.521  1.073
C  1.476  -0.602  2.233
C  3.688  0.927  1.972
C  1.996  2.200  -1.835
C  -1.855  0.878  -0.298
H  5.713  1.023  -0.533
H  1.753  3.905  -0.508
H  -2.084  -0.113  -0.559
H  -0.404  -0.349  -2.180
H  3.161  2.963  2.419
H  2.086  -1.984  -1.812
H  0.626  -2.930  -1.657
H  0.947  -1.359  2.947
H  -5.331  -0.071  3.321
H  -5.970  1.560  3.086
H  -0.651  3.226  0.180
H  -3.387  -0.555  2.232
H  0.438  1.042  1.165
H  -6.190  0.190  1.905
H  2.202  0.789  3.530
H  0.708  -0.735  -0.286
H  3.226  -0.484  3.520
H  3.480  3.125  -1.583
H  -1.740  1.762  1.730
H  4.412  -0.701  0.807
H  1.983  0.376  -2.992
H  -2.717  1.428  -0.659
H  1.925  -3.369  -0.753